Entry 1:
# C16H23N3O3

A structure of composition C16H23N3O3 at a distorted geometry (ωB97M-V/def2-TZVPD, the OMol25 dataset).

frontier orbital gap: 8.098 eV
highest occupied orbital energy: -8.026 eV
total charge: 0
F_max: 19.2 eV Å⁻¹
energy above the lowest of the compared OMol25 structures with the same formula, charge and spin: 1916.28 kJ/mol

Geometry as XYZ:
```
45
C16H23N3O3 | the OMol25 dataset | ωB97M-V/def2-TZVPD
H -1.660 -2.064 4.781
H 4.700 5.355 -1.263
C 3.668 2.894 -3.607
H -2.104 -1.795 -1.841
C -0.729 -0.696 0.945
C -2.992 -3.604 3.894
H 0.123 -1.964 2.446
H 4.365 5.856 -2.831
N 0.823 -0.315 -2.144
N -1.740 -1.947 2.544
H -3.224 -3.999 4.804
H -3.190 -0.419 1.778
C 2.955 1.917 -3.756
N -1.171 -1.385 0.146
H -0.398 -1.477 -3.170
C 1.255 0.321 -3.023
H 0.481 -2.400 -1.683
H -3.258 -4.199 3.041
C -3.002 -0.847 2.920
C 3.078 3.366 -1.382
C 2.041 1.689 -2.692
C -4.384 -1.835 2.935
H -0.972 -3.297 3.799
H -1.561 -2.354 0.555
H 3.122 1.244 -4.580
H 5.647 4.789 -2.678
C -1.324 -1.072 -1.155
O 1.002 -0.160 -4.394
H -2.803 -0.313 3.665
C 3.661 3.679 -2.351
H 0.940 0.192 -0.938
H -1.602 -0.086 -1.495
C 4.657 4.875 -2.221
H -4.535 -2.418 1.897
O -4.485 -2.591 3.833
C -0.709 -1.039 2.368
H 1.320 2.048 -0.914
H -0.683 -0.173 3.063
H 4.735 3.188 -4.498
H 2.717 3.993 -0.602
C -0.105 -1.532 -2.126
C -1.826 -2.807 3.752
C 2.151 2.287 -1.585
O 0.157 0.273 0.639
H -5.144 -1.180 3.123
```

Charges per atom according to Mulliken partitioning, unit e:
1 H 0.2434
2 H 0.3637
3 C -0.2732
4 H 0.2628
5 C -0.1292
6 C -0.8196
7 H 0.1714
8 H 0.2658
9 N -0.1119
10 N -0.0855
11 H 0.3754
12 H 0.2042
13 C -0.7262
14 N 0.3136
15 H 0.5782
16 C 0.5110
17 H 0.2644
18 H 0.3240
19 C -0.9654
20 C -0.7184
21 C 0.6412
22 C -0.5605
23 H 0.6943
24 H 0.4104
25 H 0.3891
26 H 0.3190
27 C -0.8513
28 O -0.8307
29 H 0.7515
30 C 0.8833
31 H 0.2511
32 H 0.4491
33 C -1.4802
34 H 0.2091
35 O -0.3975
36 C -0.1391
37 H 0.4027
38 H 0.3466
39 H 0.0314
40 H 0.3002
41 C -0.8945
42 C -0.5265
43 C -0.1716
44 O -0.7580
45 H 0.4821

Entry 2:
# C16H23N3O3S2

An isolated molecule of C16H23N3O3S2 at a distorted geometry (ωB97M-V/def2-TZVPD, the OMol25 dataset).

frontier orbital gap: 8.688 eV
highest occupied orbital energy: -8.723 eV
total charge: 0
F_max: 1.2 eV Å⁻¹
energy above the lowest of the compared OMol25 structures with the same formula, charge and spin: 30.85 kJ/mol

Geometry as XYZ:
```
47
C16H23N3O3S2 | the OMol25 dataset | ωB97M-V/def2-TZVPD
C -6.967 -2.520 -1.720
C 6.490 -1.346 -0.676
H -6.383 -0.195 2.280
H -0.318 1.895 -1.269
H 3.440 -0.709 -1.784
H -5.324 -1.224 -1.252
H -8.035 -2.599 -1.533
H -6.877 -0.396 -1.419
O 4.547 1.325 -0.544
N -1.910 0.514 0.473
N 4.241 -1.186 0.076
H 3.783 -2.432 -1.510
C 1.541 -0.221 1.373
C -2.866 1.065 -0.291
N -4.175 0.797 0.110
H -6.602 0.781 0.810
S 4.028 0.446 0.467
O -3.865 -0.569 1.898
H 5.801 -2.008 -2.652
H 5.814 -1.267 1.425
H -4.862 1.233 -0.494
S -2.708 2.000 -1.637
C 5.536 -1.709 0.471
C 1.579 1.276 -0.508
C 0.163 -0.200 1.359
C -6.598 -1.364 0.486
H -0.398 -0.768 2.087
C 4.151 -1.414 -1.354
C -6.118 -0.104 1.225
H 5.677 -0.264 -2.375
C -4.618 0.011 1.138
C -0.524 0.559 0.403
O 4.484 0.623 1.815
H 2.158 1.849 -1.216
H -6.487 -3.425 -1.354
H -6.069 -2.230 0.887
H -7.662 -1.497 0.693
H -2.286 -0.053 1.245
H -6.809 -2.458 -2.794
C -6.390 -1.292 -1.025
H 2.092 -0.793 2.101
C 5.577 -1.242 -1.910
C 0.196 1.302 -0.532
H 7.272 -2.094 -0.799
C 2.242 0.517 0.436
H 6.955 -0.383 -0.471
H 5.441 -2.793 0.583
```

Charges per atom according to Mulliken partitioning, unit e:
1 C -1.4236
2 C -0.5261
3 H 0.3630
4 H 0.1657
5 H 0.3240
6 H 0.2282
7 H 0.3462
8 H 0.2802
9 O -0.6690
10 N -0.0814
11 N -0.0746
12 H 0.4013
13 C -0.7043
14 C 0.2324
15 N -0.1774
16 H 0.3199
17 S 1.4884
18 O -0.7314
19 H 0.3648
20 H 0.4193
21 H 0.3326
22 S -0.4542
23 C -0.8256
24 C -0.5635
25 C -0.8551
26 C -0.5601
27 H 0.3841
28 C -0.7024
29 C -0.8605
30 H 0.2326
31 C 0.5811
32 C 1.4548
33 O -0.7910
34 H 0.5199
35 H 0.3447
36 H 0.3377
37 H 0.3778
38 H 0.2778
39 H 0.3809
40 C -0.1155
41 H 0.4023
42 C -0.5120
43 C -0.6243
44 H 0.3996
45 C -0.2993
46 H 0.2429
47 H 0.3490

Entry 3:
# C16H23N3O4S

An isolated molecule of C16H23N3O4S at a distorted geometry (ωB97M-V/def2-TZVPD, the OMol25 dataset).

frontier orbital gap: 9.194 eV
highest occupied orbital energy: -8.624 eV
total charge: 0
F_max: 1.1 eV Å⁻¹
energy above the lowest of the compared OMol25 structures with the same formula, charge and spin: 117.40 kJ/mol

Geometry as XYZ:
```
47
C16H23N3O4S | the OMol25 dataset | ωB97M-V/def2-TZVPD
H -5.752 -2.190 -0.317
H -1.486 -0.991 0.811
C 4.039 0.061 0.136
H -1.206 1.237 1.858
H 4.070 4.050 0.482
H 5.082 1.899 0.415
H -4.025 -1.717 -1.702
O 0.114 3.229 1.302
H 3.726 -3.634 -0.355
C -4.895 -1.853 0.268
C 4.116 1.440 0.268
C 1.654 0.226 -0.087
S 0.254 2.597 0.020
H 0.693 -0.242 -0.215
C -2.329 -0.276 0.770
H -3.014 -0.500 1.586
C -2.165 -0.053 -1.595
C 1.748 1.595 0.058
H -2.732 -0.121 -2.526
H -1.310 -0.752 -1.654
C -4.654 -2.860 1.388
N -3.047 -0.379 -0.488
H -5.152 -0.879 0.687
H 6.042 -0.329 0.537
O 6.143 -2.774 0.085
N 5.172 -0.746 0.229
C 3.043 3.714 0.369
C -1.798 1.145 0.948
C 3.850 -2.583 -0.622
H -2.971 -2.500 -0.514
C -3.687 -1.674 -0.665
N -0.947 1.467 -0.171
C 2.799 -0.556 -0.057
H 3.923 -2.507 -1.719
H 2.457 4.028 1.231
C 5.170 -2.073 -0.052
H -5.533 -2.934 2.024
H -2.486 2.073 -1.461
O 0.314 3.427 -1.152
C 2.973 2.231 0.228
H -4.452 -3.845 0.972
H -2.644 1.843 1.002
O 2.691 -1.912 -0.167
H 2.597 4.186 -0.505
C -1.641 1.372 -1.432
H -0.938 1.633 -2.223
H -3.808 -2.573 2.007
```

Charges per atom according to Mulliken partitioning, unit e:
1 H 0.3627
2 H 0.2404
3 C 0.9027
4 H 0.4403
5 H 0.4127
6 H 0.3202
7 H 0.3924
8 O -0.7264
9 H 0.2977
10 C -0.6345
11 C -1.3101
12 C -0.2123
13 S 1.4184
14 H 0.4416
15 C -0.3003
16 H 0.4007
17 C -0.6220
18 C 0.6359
19 H 0.4596
20 H 0.2464
21 C -1.1780
22 N -0.0326
23 H 0.3752
24 H 0.1911
25 O -0.6255
26 N -0.1164
27 C -1.7488
28 C -1.0873
29 C -0.3603
30 H 0.4125
31 C -0.6471
32 N 0.0908
33 C -0.1454
34 H 0.2376
35 H 0.3673
36 C 0.3965
37 H 0.3658
38 H 0.3628
39 O -0.7205
40 C 0.2164
41 H 0.3428
42 H 0.3630
43 O -0.5271
44 H 0.3716
45 C -0.7989
46 H 0.4531
47 H 0.2750